The following is a quantum chemistry calculation of a 6-piece molecular cluster, C11H35O6 overall in a non-equilibrium geometry, from the Open Molecules 2025 dataset.

Each line ends with the Löwdin charge.
CARTESIAN COORDINATES (ANGSTROEM)
O -33.47147 -38.86765 26.67360  -0.06
O -27.86624 -39.73463 27.56942  -0.05
O -31.35976 -39.42245 30.14915  -0.07
O -31.38604 -41.94750 28.51057  -0.21
O -30.38417 -41.31428 25.48519  -0.12
O -30.89542 -39.43608 27.40133  0.13
C -26.69833 -39.53603 25.51169  -0.06
C -27.65294 -37.62286 26.69388  -0.06
C -33.87219 -38.31476 25.33942  -0.40
C -31.33774 -42.40758 25.33863  -0.12
C -33.28508 -36.85389 25.33904  -0.07
C -33.15627 -39.13657 24.22535  -0.09
C -26.98610 -38.97655 26.87637  -0.55
C -30.33729 -42.53293 29.24816  -0.17
C -29.83468 -37.53674 29.84238  -0.03
C -30.89004 -38.23689 30.72831  -0.46
C -32.08228 -37.35425 30.94580  -0.05
H -32.63628 -37.07690 30.01618  0.12
H -32.79061 -36.38055 24.34451  0.12
H -32.25748 -36.70485 26.07501  0.14
H -29.28341 -42.21587 28.84089  0.11
H -31.51850 -40.14490 30.77534  0.11
H -31.85516 -36.53139 31.32062  0.00
H -26.07586 -38.92913 27.51719  0.16
H -33.35872 -40.31691 24.08378  0.11
H -26.23998 -40.53224 25.49784  0.09
H -27.48719 -40.57414 27.80142  0.10
H -28.83359 -38.14717 29.73235  0.12
H -26.83100 -36.86692 26.27322  0.14
H -30.65634 -42.22366 30.28247  0.09
H -32.00836 -39.08855 24.52321  0.10
H -30.15147 -40.01853 27.05195  0.12
H -32.92617 -37.70281 31.40401  0.06
H -30.80643 -39.47212 28.38983  0.09
H -31.88625 -39.58004 26.96407  0.19
H -30.26257 -43.64055 28.97547  0.10
H -27.55796 -39.45409 24.86762  0.07
H -34.94067 -38.45774 25.08791  0.15
H -34.29009 -39.14853 26.89341  0.03
H -27.90327 -37.20570 27.67965  0.05
H -31.50145 -42.33814 24.43835  -0.04
H -32.21610 -42.44116 28.94648  0.17
H -26.10455 -38.95337 24.88957  0.06
H -31.01420 -43.56760 25.31052  0.14
H -34.03408 -36.18276 25.68065  0.04
H -32.25652 -42.62726 25.90594  0.09
H -30.61432 -38.45407 31.80822  0.17
H -33.50941 -38.71211 23.25801  0.08
H -29.65102 -36.54234 30.46055  0.14
H -30.23784 -37.24666 28.96900  0.02
H -28.71407 -37.57042 26.24156  0.11
H -29.78379 -41.31090 24.72786  0.10

Summary:
* max |F|: 9.81 eV Å⁻¹
* HOMO: -13.19 eV
* energy: -24246.1074 eV
* total charge: +1
* energy above the lowest of the compared OMol25 structures with the same formula, charge and spin: 714.27 kJ/mol
* gap between HOMO and LUMO: 10.88 eV